The following is a quantum chemistry calculation of C23H24BN4O2RuS as an isolated structure, from the Open Molecules 2025 dataset.

## Properties
Total charge: 0
Energy, a.u.: -1778.24023
ΔE to the lowest compared entry with this formula, charge and spin, kcal/mol: 4.8
Maximum force, Eh/bohr: 0.0212
Expectation value of S²: 8.77
LUMO level (spin up / spin down), eV: 0.574 / -1.448
E_HOMO (spin up / spin down), Ha: -0.255 / -0.266
2S+1: 6

Positions of all 56 atoms, in Å:
Ru1 1.6588 -0.6725 -0.4359
C1 1.0872 -3.9468 0.0913
N1 0.4414 -2.7653 -0.5117
C2 0.3159 -2.9661 -1.9737
C3 -0.8410 -2.4748 0.1044
C4 -1.9322 -3.2978 -0.1274
C5 -3.1849 -2.9745 0.3652
C6 -3.3272 -1.7789 1.0566
C7 -2.2328 -0.9680 1.3091
C8 -0.9400 -1.3292 0.8975
N2 0.2133 -0.5877 1.1318
C9 0.2574 0.4446 2.0626
C10 -0.5580 0.5389 3.1968
C11 -0.5924 1.6900 3.9679
C12 0.2013 2.7817 3.6426
C13 1.1116 2.6483 2.6053
C14 1.1758 1.4778 1.8688
N3 2.2771 1.2245 0.9597
C15 3.4721 0.9024 1.7795
C16 2.6006 2.3447 0.0574
H1 0.4748 -4.8370 -0.0862
H2 1.2100 -3.7921 1.1578
H3 2.0687 -4.0961 -0.3564
H4 -0.1200 -3.9418 -2.2065
H5 1.3057 -2.9172 -2.4279
H6 -0.3094 -2.1886 -2.4034
H7 -1.8051 -4.1962 -0.7204
H8 -4.0327 -3.6201 0.1784
H9 -4.3051 -1.4649 1.4016
H10 -2.3836 -0.0174 1.8002
H11 -1.1704 -0.3085 3.4701
H12 -1.2486 1.7322 4.8287
H13 0.1498 3.7005 4.2116
H14 1.7999 3.4572 2.3877
H15 3.7600 1.7818 2.3628
H16 4.2967 0.6201 1.1276
H17 3.2481 0.0845 2.4526
H18 3.1166 3.1481 0.5891
H19 1.6884 2.7293 -0.3864
H20 3.2601 1.9843 -0.7320
S1 3.9472 -1.4760 -0.8703
C17 3.4224 -1.9537 0.6674
N4 3.1584 -2.3184 1.7402
O1 -0.3235 1.4344 -1.2321
B1 0.4418 0.4662 -1.9258
O2 0.0050 0.4232 -3.2460
C18 -1.0173 1.3444 -3.3611
C19 -1.7619 1.6633 -4.4712
C20 -2.7435 2.6405 -4.3019
C21 -2.9491 3.2545 -3.0683
C22 -2.1783 2.9189 -1.9542
C23 -1.2150 1.9562 -2.1434
H21 -1.5884 1.1814 -5.4242
H22 -3.3578 2.9255 -5.1463
H23 -3.7223 4.0065 -2.9718
H24 -2.3260 3.3837 -0.9876

Cartesian forces, eV/Å:
-0.56 0.17 0.06
-0.10 0.05 0.02
0.15 -0.06 -0.29
-0.02 -0.09 0.11
0.11 -0.30 -0.17
-0.01 -0.01 -0.06
0.04 0.05 -0.01
0.05 0.06 0.02
-0.19 0.05 0.00
-0.02 0.25 0.25
0.21 0.13 -0.25
-0.32 -0.23 -0.09
-0.09 0.00 0.18
0.01 -0.06 -0.01
0.00 -0.05 -0.02
0.10 0.02 0.08
0.28 0.20 -0.12
0.17 0.00 -0.11
-0.03 0.19 -0.09
-0.09 -0.06 0.06
-0.01 -0.01 0.00
0.00 0.02 0.04
0.00 0.02 -0.02
-0.02 -0.02 0.01
0.05 -0.01 0.01
-0.01 0.04 -0.01
0.02 0.02 0.01
0.01 0.02 0.02
0.03 0.01 -0.02
-0.04 -0.10 -0.01
-0.01 0.06 0.03
0.00 -0.01 -0.03
0.00 -0.03 0.00
0.00 -0.05 0.01
0.01 0.02 0.02
0.00 -0.01 -0.03
-0.04 -0.08 0.04
0.00 0.05 0.04
-0.07 0.00 -0.04
0.04 -0.03 -0.01
-0.27 -0.04 0.27
0.95 -0.50 0.21
-0.01 0.04 -0.05
-0.08 0.13 -0.26
-0.61 0.44 0.30
0.05 -0.11 -0.18
0.22 -0.20 -0.17
-0.08 0.06 -0.09
0.03 -0.02 0.04
0.04 -0.04 0.01
-0.11 0.10 -0.02
0.18 -0.04 0.35
-0.02 0.01 0.03
0.02 -0.01 0.02
0.03 -0.03 0.00
0.00 -0.01 -0.05

Table of Löwdin atomic charges, one value per atom, all in e: atom 1 (Ru): 1.268, atom 2 (C): -0.080, atom 3 (N): -0.272, atom 4 (C): -0.088, atom 5 (C): -0.217, atom 6 (C): -0.034, atom 7 (C): -0.089, atom 8 (C): -0.081, atom 9 (C): -0.028, atom 10 (C): -0.225, atom 11 (N): -0.031, atom 12 (C): -0.225, atom 13 (C): -0.035, atom 14 (C): -0.080, atom 15 (C): -0.087, atom 16 (C): -0.031, atom 17 (C): -0.216, atom 18 (N): -0.258, atom 19 (C): -0.083, atom 20 (C): -0.081, atom 21 (H): 0.091, atom 22 (H): 0.076, atom 23 (H): 0.077, atom 24 (H): 0.087, atom 25 (H): 0.078, atom 26 (H): 0.080, atom 27 (H): 0.111, atom 28 (H): 0.100, atom 29 (H): 0.104, atom 30 (H): 0.103, atom 31 (H): 0.111, atom 32 (H): 0.104, atom 33 (H): 0.100, atom 34 (H): 0.112, atom 35 (H): 0.094, atom 36 (H): 0.062, atom 37 (H): 0.074, atom 38 (H): 0.086, atom 39 (H): 0.085, atom 40 (H): 0.082, atom 41 (S): 0.515, atom 42 (C): -0.985, atom 43 (N): 0.085, atom 44 (O): 0.075, atom 45 (B): -0.516, atom 46 (O): 0.119, atom 47 (C): -0.209, atom 48 (C): 0.008, atom 49 (C): -0.088, atom 50 (C): -0.087, atom 51 (C): 0.010, atom 52 (C): -0.212, atom 53 (H): 0.120, atom 54 (H): 0.100, atom 55 (H): 0.101, atom 56 (H): 0.121